# C2H2FLa

A molecular structure, C2H2FLa (ωB97M-V with the def2-TZVPD basis set, OMol25).

Atoms and positions in Å:
F -1.8828 -0.1168 -0.0545
H -0.5986 -1.2339 -0.2844
C 0.3708 -0.4255 0.1554
C -0.4473 0.5704 0.3984
H -0.4910 1.6009 0.0460
La 3.0488 -0.3952 -0.2609

## Properties
Gap between HOMO and LUMO (spin up / spin down), eV: 5.80 / 7.16
E, eV: -5669.427
2S+1: 2
Total charge: +1

These are the Mulliken partial charges, in e, on atoms 1 to 4: number 1, F, carries -0.400; number 2, H, carries 0.335; number 3, C, carries -0.557; number 4, C, carries -0.120